# 1
{"formula": "C38H42BrCsFNO2Sb2Se2", "method": "ωB97M-V/def2-TZVPD", "symbols": ["Cs", "O", "C", "C", "C", "O", "C", "Se", "C", "Se", "H", "H", "H", "H", "H", "H", "H", "H", "H", "H", "C", "C", "C", "Sb", "C", "C", "C", "C", "C", "C", "C", "C", "C", "C", "C", "C", "Sb", "C", "C", "C", "C", "C", "C", "C", "C", "C", "C", "C", "C", "H", "H", "H", "H", "H", "H", "H", "H", "H", "H", "H", "H", "H", "H", "H", "H", "H", "H", "H", "H", "H", "H", "H", "H", "H", "H", "C", "C", "C", "C", "C", "Br", "N", "C", "H", "H", "H", "H", "H", "H", "F"], "coordinates": [[0.0427, 0.7431, -0.3653], [-0.6890, 2.4452, 6.9415], [0.4180, 2.1059, 6.1017], [0.0083, 1.5748, 4.7260], [-0.9269, 0.3748, 4.9117], [-2.2449, 0.7748, 5.3205], [-0.6820, 2.7100, 3.9412], [-1.7931, 2.1842, 2.3821], [1.2655, 1.1495, 3.9532], [2.2549, -0.4675, 4.5365], [-1.4554, 1.9573, 6.5976], [1.0411, 1.3481, 6.5886], [1.0222, 3.0130, 5.9771], [-0.5369, -0.2914, 5.6799], [-0.9903, -0.1843, 3.9785], [-2.6225, 1.2023, 4.5263], [0.0882, 3.4014, 3.5935], [-1.3332, 3.2686, 4.6119], [1.9588, 1.9965, 3.9467], [0.9362, 1.0254, 2.9142], [2.3410, -4.6664, -1.2031], [3.6808, -4.7365, -0.4624], [3.6665, -4.5777, 1.0681], [3.0807, -2.8750, 2.4105], [0.9779, -2.9555, 1.9101], [0.1578, -1.8369, 2.0292], [-1.1932, -1.8899, 1.7086], [-1.7523, -3.0813, 1.2633], [-0.9591, -4.2168, 1.1772], [0.3890, -4.1530, 1.5114], [3.7218, -1.3142, 1.0528], [3.2011, -0.0247, 1.1333], [3.5942, 0.9650, 0.2417], [4.5190, 0.6823, -0.7564], [5.0875, -0.5804, -0.8148], [4.7012, -1.5600, 0.0932], [1.5474, -2.6322, -1.5909], [2.9951, -2.2754, -3.1882], [3.0379, -1.0259, -3.8114], [3.9798, -0.7426, -4.7933], [4.9088, -1.7001, -5.1770], [4.8833, -2.9460, -4.5663], [3.9388, -3.2241, -3.5840], [0.0330, -3.5324, -2.8482], [0.3337, -4.3742, -3.9156], [-0.6647, -4.9186, -4.7154], [-1.9978, -4.6365, -4.4485], [-2.3189, -3.8076, -3.3794], [-1.3113, -3.2616, -2.5948], [1.5614, -5.1950, -0.6497], [2.4204, -5.1844, -2.1638], [4.3641, -4.0073, -0.9022], [4.1440, -5.7135, -0.6707], [4.6913, -4.7464, 1.4235], [3.0989, -5.4082, 1.5076], [0.5812, -0.9143, 2.4118], [-1.8013, -0.9967, 1.8285], [-2.8041, -3.1271, 1.0048], [-1.3851, -5.1573, 0.8457], [0.9814, -5.0559, 1.4360], [2.5191, 0.2084, 1.9432], [3.1813, 1.9652, 0.3360], [4.8041, 1.4420, -1.4745], [5.8160, -0.8178, -1.5819], [5.1746, -2.5312, 0.0363], [2.3008, -0.2862, -3.5223], [3.9875, 0.2381, -5.2575], [5.6456, -1.4776, -5.9406], [5.6016, -3.7078, -4.8498], [3.9568, -4.2044, -3.1254], [1.3730, -4.5946, -4.1409], [-0.4033, -5.5600, -5.5499], [-2.7807, -5.0593, -5.0676], [-3.3573, -3.5868, -3.1570], [-1.5734, -2.6038, -1.7728], [-0.0747, -1.2565, -5.7891], [-0.5516, -0.0085, -5.1161], [-1.6822, -0.0061, -4.3073], [-2.0048, 1.1200, -3.5780], [-1.1619, 2.2159, -3.6989], [-1.5360, 3.7529, -2.6301], [-0.1110, 2.2711, -4.4784], [0.1769, 1.1670, -5.1743], [-0.9073, -1.8813, -6.1161], [0.5090, -1.8360, -5.0700], [0.5638, -1.0342, -6.6455], [-2.2728, -0.9099, -4.2129], [-2.8605, 1.1548, -2.9183], [1.0674, 1.2230, -5.7934], [0.4958, -0.6785, -2.6219]], "lowdin_charge": [0.740, -0.092, -0.234, -0.594, -0.252, -0.133, -0.586, 0.280, -0.605, 0.355, 0.050, 0.091, 0.119, 0.105, 0.075, -0.003, 0.046, 0.043, 0.056, 0.002, -0.389, -0.383, -0.413, 1.340, -0.413, -0.211, -0.130, -0.106, -0.105, -0.176, -0.396, -0.195, -0.126, -0.100, -0.101, -0.154, 1.518, -0.325, -0.139, -0.101, -0.121, -0.110, -0.138, -0.350, -0.136, -0.111, -0.122, -0.111, -0.140, 0.031, 0.024, 0.049, 0.091, 0.019, 0.022, 0.012, 0.068, 0.097, 0.097, 0.072, 0.008, 0.098, 0.097, 0.100, 0.078, 0.072, 0.092, 0.087, 0.089, 0.073, 0.088, 0.091, 0.087, 0.095, 0.087, -0.033, -0.267, -0.034, -0.135, -0.794, 0.694, 0.048, -0.111, 0.078, 0.066, 0.078, 0.111, 0.101, 0.112, -0.761], "charge": -2, "orbital_gap_ha": 0.182, "lumo_ha": 0.127, "e_above_lowest_kj_mol": 34.0}



# 2
{"formula": "C5H6", "method": "ωB97M-V/def2-TZVPD", "symbols": ["C", "C", "C", "C", "C", "H", "H", "H", "H", "H", "H"], "coordinates": [[0.8221, -1.4500, 2.1305], [0.3379, -1.1742, 1.0801], [-0.1703, 1.6500, -1.4699], [-0.3097, 1.0144, -0.3518], [-0.2107, -1.0111, -0.1983], [1.0441, -1.8377, 3.0788], [-0.2565, 2.8413, -1.4754], [-0.0037, 1.1404, -2.3056], [-0.5006, 1.3476, 0.7266], [0.4351, -1.3196, -1.0631], [-1.1878, -1.2011, -0.1520]], "lowdin_charge": [0.110, -0.251, -0.078, -0.058, -0.077, 0.016, 0.110, -0.007, 0.091, 0.113, 0.030], "charge": 0, "orbital_gap_ha": 0.374, "lumo_ha": 0.040, "e_above_lowest_kj_mol": 397.4}



# 3
{"formula": "C10H20N2O7", "method": "ωB97M-V/def2-TZVPD", "symbols": ["O", "C", "C", "O", "C", "O", "C", "O", "C", "O", "H", "H", "H", "H", "H", "H", "H", "H", "H", "H", "C", "N", "C", "O", "C", "N", "C", "C", "O", "H", "H", "H", "H", "H", "H", "H", "H", "H", "H"], "coordinates": [[0.9648, 0.0470, -0.0855], [0.6941, 1.2370, -0.2611], [-0.1168, 1.6477, -1.4988], [0.5417, 1.2793, -2.7334], [-0.4688, 3.1484, -1.5078], [-1.5102, 3.2785, -2.4764], [0.7015, 4.0876, -1.8810], [1.6489, 4.1594, -0.8126], [0.2037, 5.5172, -2.1524], [1.3205, 6.4210, -2.2226], [1.0089, 1.9767, 0.4680], [-1.0591, 1.0933, -1.4306], [0.8925, 0.3694, -2.6776], [-0.8539, 3.4466, -0.5255], [-1.2186, 2.8295, -3.2936], [1.2029, 3.7216, -2.7825], [2.2323, 4.9242, -0.9938], [-0.4727, 5.8295, -1.3494], [-0.3558, 5.5424, -3.0935], [1.0183, 7.3228, -2.4327], [-2.5086, -4.7908, 3.4007], [-1.3180, -4.1674, 2.8280], [-0.5349, -3.2905, 3.4656], [-0.7768, -2.9132, 4.6078], [0.6928, -2.7223, 2.7340], [0.6117, -2.6176, 1.2672], [0.5986, -3.6314, 0.4041], [0.6487, -3.2687, -1.0612], [0.5292, -4.8044, 0.7444], [-2.9539, -5.4775, 2.6799], [-2.2340, -5.3429, 4.3017], [-3.2367, -4.0231, 3.6681], [-0.9899, -4.4942, 1.9264], [0.8927, -1.7324, 3.1442], [1.5385, -3.3640, 2.9821], [0.6801, -1.6876, 0.8717], [0.6771, -4.1824, -1.6537], [-0.2356, -2.6882, -1.3169], [1.5448, -2.6805, -1.2513]], "lowdin_charge": [0.029, -0.106, -0.260, -0.012, -0.273, -0.017, -0.305, -0.025, -0.186, -0.072, 0.130, 0.159, 0.108, 0.168, 0.112, 0.152, 0.101, 0.131, 0.123, 0.103, -0.056, 0.022, -0.493, 0.030, -0.045, 0.076, -0.562, 0.003, 0.028, 0.083, 0.085, 0.083, 0.093, 0.128, 0.131, 0.088, 0.085, 0.082, 0.079], "charge": 0, "orbital_gap_ha": 0.331, "lumo_ha": -0.004, "e_above_lowest_kj_mol": 0.0}



# 4
{"formula": "C12H21NO7", "method": "ωB97M-V/def2-TZVPD", "symbols": ["C", "C", "O", "C", "O", "C", "N", "O", "H", "H", "H", "H", "H", "H", "H", "H", "H", "O", "C", "C", "C", "C", "O", "H", "H", "H", "H", "H", "H", "O", "C", "C", "C", "C", "O", "H", "H", "H", "H", "H", "H"], "coordinates": [[6.5777, 1.8959, -1.0874], [6.6031, 2.6158, 0.2532], [5.3336, 2.7589, 0.8717], [4.4911, 3.6889, 0.2435], [3.2276, 3.5759, 0.8256], [2.4913, 2.5084, 0.3500], [2.2619, 1.5786, 1.3358], [2.0762, 2.4815, -0.7753], [6.3560, 0.8376, -0.9527], [5.8418, 2.3120, -1.7751], [7.5532, 1.9970, -1.5650], [7.1918, 2.0290, 0.9574], [7.0981, 3.5915, 0.1686], [4.8295, 4.7137, 0.4195], [4.4188, 3.5023, -0.8332], [1.6498, 0.8566, 0.9706], [3.1109, 1.1468, 1.6812], [1.5104, -0.9677, -0.0832], [0.4053, -1.1065, -0.5319], [-0.1977, -0.4206, -1.7400], [-1.6931, -0.6720, -1.5579], [-1.6952, -1.9821, -0.7834], [-0.4923, -1.9516, 0.0139], [0.2054, -0.9037, -2.6327], [0.0919, 0.6276, -1.7526], [-2.2581, -0.7297, -2.4849], [-2.1343, 0.1148, -0.9472], [-1.6448, -2.8556, -1.4372], [-2.5468, -2.0871, -0.1196], [-4.6514, -0.4866, -0.1713], [-5.2183, -1.4191, 0.3183], [-5.9954, -1.4765, 1.6190], [-6.1083, -2.9754, 1.8845], [-6.0740, -3.5443, 0.4698], [-5.2502, -2.6344, -0.2816], [-6.9671, -1.0090, 1.4488], [-5.4703, -0.9228, 2.3923], [-6.9991, -3.2682, 2.4354], [-5.2358, -3.3188, 2.4415], [-7.0635, -3.5668, 0.0086], [-5.6299, -4.5341, 0.4032]], "lowdin_charge": [-0.071, -0.260, -0.102, -0.242, 0.024, -0.585, 0.188, 0.116, 0.079, 0.066, 0.077, 0.118, 0.118, 0.143, 0.124, 0.067, 0.113, 0.097, -0.480, -0.065, -0.149, -0.143, 0.033, 0.133, 0.118, 0.119, 0.112, 0.129, 0.101, 0.122, -0.488, -0.071, -0.149, -0.150, 0.014, 0.133, 0.127, 0.115, 0.119, 0.126, 0.125], "charge": 0, "orbital_gap_ha": 0.380, "lumo_ha": 0.022}



# 5
{"formula": "C26H29N5O", "method": "ωB97M-V/def2-TZVPD", "symbols": ["N", "C", "C", "C", "N", "C", "C", "C", "O", "N", "C", "N", "C", "C", "C", "C", "C", "C", "C", "C", "C", "C", "C", "N", "C", "C", "C", "C", "C", "C", "C", "C", "H", "H", "H", "H", "H", "H", "H", "H", "H", "H", "H", "H", "H", "H", "H", "H", "H", "H", "H", "H", "H", "H", "H", "H", "H", "H", "H", "H", "H"], "coordinates": [[-4.3785, -3.0464, -1.7440], [-3.5428, -2.5077, -1.1638], [-2.5465, -1.8054, -0.4771], [-2.6089, -0.3938, -0.3935], [-3.6184, 0.2787, -0.9906], [-3.7518, 1.7130, -1.0344], [-4.7147, 2.2808, 0.0247], [-4.0048, 2.7277, 1.3075], [-3.4278, 1.6797, 2.0334], [-1.6807, 0.3150, 0.2435], [-0.6308, -0.2952, 0.8054], [0.2665, 0.4957, 1.4398], [0.2065, 1.9403, 1.4541], [0.9910, 2.5763, 0.3327], [0.6257, 2.3460, -0.9887], [1.3425, 2.9150, -2.0254], [2.4301, 3.7286, -1.7532], [2.7980, 3.9667, -0.4401], [2.0847, 3.3886, 0.5967], [-0.5008, -1.6983, 0.7974], [-1.4698, -2.4465, 0.1503], [-1.3449, -3.9368, 0.1832], [0.1199, -4.4197, 0.0221], [1.1358, -3.4255, 0.3244], [1.6546, -2.7411, -0.8547], [2.7955, -1.8360, -0.4788], [3.8785, -2.3509, 0.2256], [4.9261, -1.5300, 0.5986], [4.9070, -0.1844, 0.2665], [3.8357, 0.3346, -0.4385], [2.7829, -0.4876, -0.8048], [0.6604, -2.4881, 1.3365], [-4.3660, -0.2737, -1.3805], [-4.1155, 1.9776, -2.0319], [-2.7564, 2.1439, -0.9028], [-5.2340, 3.1460, -0.3889], [-5.4602, 1.5235, 0.2744], [-3.2460, 3.4852, 1.0490], [-4.7312, 3.1914, 1.9810], [-2.7994, 1.2139, 1.4501], [1.1555, 0.0854, 1.6752], [0.5907, 2.2831, 2.4192], [-0.8452, 2.2208, 1.3760], [-0.2270, 1.7164, -1.1965], [1.0515, 2.7273, -3.0488], [2.9890, 4.1750, -2.5624], [3.6456, 4.5999, -0.2219], [2.3787, 3.5747, 1.6201], [-1.7165, -4.2678, 1.1583], [-1.9808, -4.3899, -0.5788], [0.2769, -4.7743, -0.9979], [0.2829, -5.2688, 0.6960], [0.8808, -2.1621, -1.3871], [2.0262, -3.5133, -1.5366], [3.8806, -3.3987, 0.4851], [5.7618, -1.9389, 1.1475], [5.7264, 0.4572, 0.5556], [3.8122, 1.3812, -0.7023], [1.9466, -0.0727, -1.3496], [1.4988, -1.8576, 1.6366], [0.3537, -3.0778, 2.2072]], "lowdin_charge": [0.161, -0.220, -0.118, -0.262, 0.066, -0.176, -0.156, -0.289, -0.076, 0.139, -0.247, 0.090, -0.120, -0.207, -0.054, -0.080, -0.096, -0.096, -0.050, -0.091, -0.117, -0.084, -0.158, -0.157, -0.149, -0.228, -0.043, -0.081, -0.087, -0.073, -0.042, -0.114, 0.133, 0.119, 0.108, 0.107, 0.116, 0.114, 0.115, 0.027, 0.130, 0.127, 0.108, 0.097, 0.105, 0.102, 0.104, 0.110, 0.133, 0.111, 0.117, 0.118, 0.127, 0.130, 0.115, 0.101, 0.100, 0.088, 0.102, 0.110, 0.137], "charge": 0, "orbital_gap_ha": 0.310, "lumo_ha": 0.023, "e_above_lowest_kj_mol": 8.7}



# 6
{"formula": "C3H6Cl2O3", "method": "ωB97M-V/def2-TZVPD", "symbols": ["C", "C", "C", "O", "O", "O", "Cl", "Cl", "H", "H", "H", "H", "H", "H"], "coordinates": [[-0.5022, 0.3116, -0.1610], [0.6523, 1.3470, -0.1583], [0.2973, -1.4499, -0.2048], [-1.2391, 0.2130, 0.9405], [0.2887, 2.5797, -0.6584], [-0.4589, -2.4353, 0.3832], [1.4044, 1.2910, 1.5854], [0.8982, -1.7376, -1.9180], [-1.1649, 0.2735, -1.1433], [1.6106, 0.9805, -0.6980], [1.1024, -1.4363, 0.5290], [-0.9518, -0.3447, 1.6512], [-0.5543, 2.8801, -0.2697], [-1.3825, -2.4725, 0.1222]], "lowdin_charge": [-0.340, -0.636, -0.644, -0.056, -0.028, -0.059, 0.538, 0.534, 0.174, 0.121, 0.082, 0.088, 0.120, 0.106], "charge": 0, "orbital_gap_ha": 0.374, "lumo_ha": 0.016, "e_above_lowest_kj_mol": 177.3}



Let's list electronic energy in order: -262750.0053, -5277.0798, -28006.9230, -28607.7192, -36931.5987, -34393.6581 eV.
Let's list strongest force on any atom in order: 0.004, 0.132, 0.046, 0.013, 0.020, 0.109 hartree/bohr.
Let's list HOMO in order: -1.49, -9.07, -9.13, -9.72, -7.81, -9.72 eV.